Arrangement a

Here is a 2-piece molecular cluster, C2H3IOS overall from the OMol25 dataset. Energies are from ωB97M-V/def2-TZVPD.

Element x y z (Å)
C: -0.30150 1.85955 0.23945
C: 0.24550 -1.24479 -0.37550
O: -0.03491 -0.22707 -1.15221
S: -0.02730 3.15087 -0.53481
I: -0.75462 0.96907 2.00806
H: 0.01824 -0.77595 0.63575
H: 1.30319 -1.57066 -0.45460
H: -0.44860 -2.16101 -0.36614

Properties
HOMO (spin up / spin down) = -7.94 / -7.95 eV

***

Arrangement b

Here is a 2-piece molecular cluster, C2H3IOS overall from the OMol25 dataset. Energies are from ωB97M-V/def2-TZVPD.

Element x y z (Å)
C: 1.80208 -0.90857 0.84310
C: -1.49477 0.43797 -0.58426
O: 1.07963 -1.27453 1.67169
S: 0.09478 0.33249 -1.43666
I: 3.66328 0.21043 0.87248
H: -1.65040 -0.67109 -0.53704
H: -2.27746 0.90274 -1.24429
H: -1.21713 0.97056 0.41498

Properties
HOMO (spin up / spin down) = -9.27 / -8.39 eV

***

Which structure is the most stable? The one labeled arrangement b.

***

Arrangement a

Here is C3H7PS in the gas phase from the OMol25 dataset. Energies are from ωB97M-V/def2-TZVPD.

Element x y z (Å)
C: 0.96780 -1.44165 0.39138
C: 1.10403 -0.40716 -0.34219
C: 0.23637 0.82471 -0.62300
P: -1.35476 0.72400 0.35254
S: -2.83706 -0.29807 -0.36195
H: 0.02442 -1.45776 0.95470
H: 1.55921 -2.31447 0.43211
H: 1.90802 -0.20223 -1.07675
H: 0.03565 0.79970 -1.71211
H: 0.77725 1.74233 -0.48170
H: -1.68752 2.07368 0.95935
H: -0.73343 -0.04308 1.50761

Properties
HOMO = -8.72 eV
SMILES = C=CC[PH2]=S

***

Arrangement b

Here is C3H7PS in the gas phase from the OMol25 dataset. Energies are from ωB97M-V/def2-TZVPD.

Element x y z (Å)
C: 0.00832 -0.58555 -0.32107
C: -0.71435 -0.12778 0.87907
C: -0.10306 -0.34973 2.10217
P: 0.25987 2.31029 -2.43362
S: 0.96851 0.66129 -1.61576
H: -0.62203 -1.19404 -1.05432
H: 0.85139 -1.24786 -0.06085
H: -1.76103 0.11630 0.77416
H: -0.76419 -0.04105 3.01121
H: 0.90107 -0.57619 2.25090
H: 0.28368 1.49328 -3.54797
H: 2.03757 0.88153 -0.70988

Properties
HOMO = -7.48 eV

***

Arrangement c

Here is C3H7PS in the gas phase from the OMol25 dataset. Energies are from ωB97M-V/def2-TZVPD.

Element x y z (Å)
C: 0.72416 -0.82198 0.26003
C: -0.37288 0.21938 0.50702
P: 0.19892 1.83755 -0.01588
C: -1.53697 -0.32749 -0.20813
S: -3.12889 -0.26343 0.17344
H: 0.87132 -0.57227 -0.73784
H: 1.56132 -0.68797 0.91841
H: 0.19672 -1.74609 0.29424
H: -0.67370 0.17787 1.67922
H: -0.95524 2.50632 -0.14124
H: 0.08474 1.52031 -1.37196
H: -1.30561 -0.66032 -1.21342

Properties
HOMO = -8.75 eV
SMILES = C[C@@H](P)C=S

***

Arrangement d

Here is C3H7PS in the gas phase from the OMol25 dataset. Energies are from ωB97M-V/def2-TZVPD.

Element x y z (Å)
C: -0.30610 -0.38489 0.03737
C: 0.58842 -1.55794 0.00521
C: 0.22798 0.99461 0.01762
P: -3.93420 0.27758 -0.00006
S: -2.00527 -0.76324 -0.00062
H: 0.03571 -2.47080 0.20966
H: 1.37713 -1.44024 0.74809
H: 1.06288 -1.64577 -0.97523
H: 0.24120 1.39576 -1.00050
H: 1.25116 1.00540 0.38632
H: -0.37519 1.66478 0.62563
H: -3.44466 1.58540 0.00100

Properties
HOMO (spin up / spin down) = -7.10 / -7.43 eV

***

Which structure is the most stable? The one labeled arrangement a.

***

Arrangement a

Here is a 2-piece molecular cluster, H4O2 overall from the OMol25 dataset. Energies are from ωB97M-V/def2-TZVPD.

Element x y z (Å)
O: 0.53384 0.79502 -0.96537
H: -0.10574 0.58671 -0.26095
H: 0.23193 1.70900 -1.17256
O: -0.53218 -0.80029 0.89076
H: 0.09002 -0.75549 1.65287
H: -0.22951 -1.49804 0.37749

Properties
HOMO = -11.01 eV
SMILES = O.O

***

Arrangement b

Here is a 2-piece molecular cluster, H4O2 overall from the OMol25 dataset. Energies are from ωB97M-V/def2-TZVPD.

Element x y z (Å)
O: 1.39252 -0.08852 -0.00338
H: 1.49547 0.87331 0.05749
H: 0.41556 -0.22215 0.09132
O: -1.20423 0.04041 -0.06987
H: -1.51460 -0.88862 0.18649
H: -1.90274 0.62235 0.25066

Properties
HOMO = -10.51 eV
SMILES = O.O

***

Which structure is the most stable? The one labeled arrangement a.

***

Arrangement a

Here is a 2-piece molecular cluster, H4O2 overall from the OMol25 dataset. Energies are from ωB97M-V/def2-TZVPD.

Element x y z (Å)
O: -0.78637 0.41119 0.84037
H: -1.54898 0.31688 0.37838
H: -0.62698 1.21286 1.30991
O: 1.06568 -0.78914 -1.23662
H: 0.36436 -0.26937 -1.02728
H: 1.53230 -0.88242 -0.26475

Properties
HOMO = -11.05 eV
SMILES = O.O

***

Arrangement b

Here is a 2-piece molecular cluster, H4O2 overall from the OMol25 dataset. Energies are from ωB97M-V/def2-TZVPD.

Element x y z (Å)
O: 1.15905 0.52995 -0.35096
H: 0.37695 0.15259 -0.76670
H: 1.69662 0.81901 -1.09901
O: -1.26155 -0.75877 0.48636
H: -1.45629 0.16601 0.63058
H: -0.51478 -0.90879 1.09972

Properties
HOMO = -11.62 eV
SMILES = O.O

***

Which structure is the most stable? The one labeled arrangement b.